Entry from the Open Molecules 2025 dataset: C10H9AuIN2OTe4 as an isolated structure in a non-equilibrium geometry (ωB97M-V with the def2-TZVPD basis set).

Calculated values
- multiplicity = 4
- molecular weight (g mol⁻¹) = 1007.466
- max |F| (eV/A) = 1.92
- HOMO-LUMO gap (alpha / beta) (eV) = 5.09 / 5.35
- E_LUMO (alpha / beta) (Ha) = -0.00031 / -0.05869
- energy above the lowest of the compared OMol25 structures with the same formula, charge and spin (kJ/mol) = 47.1
- ⟨S²⟩ = 3.775
- DFT total energy (a.u.) = -2076.59040

Geometry (Å):
Au: 0.193 0.588 0.514
Te: 2.803 0.805 1.147
Te: 3.758 2.797 -0.484
Te: 1.652 4.393 -0.765
Te: -0.034 3.312 1.043
I: -4.591 -3.126 0.362
C: -3.870 -1.184 0.104
C: -4.737 -0.130 -0.103
C: -4.192 1.129 -0.275
C: -2.819 1.288 -0.213
N: -1.990 0.266 -0.005
C: -2.502 -0.961 0.138
H: -5.808 -0.283 -0.129
H: -4.829 1.984 -0.460
H: -2.353 2.260 -0.322
H: -1.792 -1.767 0.272
O: 0.322 -1.775 0.040
N: 1.475 -2.356 -0.062
C: 2.150 -2.671 1.044
C: 3.393 -3.289 0.954
C: 3.957 -3.526 -0.276
C: 3.259 -3.128 -1.405
C: 2.026 -2.534 -1.272
H: 1.616 -2.490 1.963
H: 3.904 -3.545 1.871
H: 4.922 -4.007 -0.368
H: 3.674 -3.268 -2.394
H: 1.426 -2.184 -2.097